[1]
C2H2NO3 | ωB97M-V/def2-TZVPD

Orbital gap (eV): 8.6
HOMO (eV): -4.19
Molar mass (g mol⁻¹): 88.04
E_LUMO (eV): 4.37
Net charge: -1
DFT total energy (Ha): -357.8714
SMILES: C=[N+]([O-])C(=O)[O-]
Energy relative to the best compared isomer or geometry (same formula, charge and spin) (kcal/mol): 80.15

Each line ends with the Mulliken charge.
Atoms and positions in Å:
1 C -0.0018 -0.3131 1.1073  -0.51
2 C -0.4552 0.1611 -1.2773  0.50
3 N 0.5104 0.2676 0.0721  0.48
4 O -1.2759 0.9963 -1.4018  -0.56
5 O 1.5934 0.9665 0.0682  -0.71
6 O -0.1179 -0.8962 -1.8590  -0.66
7 H 0.5691 -0.1020 2.1478  0.23
8 H -0.8220 -1.0803 1.1427  0.22



[2]
C2H2NO3S | ωB97M-V/def2-TZVPD

Orbital gap (spin up / spin down) (eV): 6.9 / 6.9
HOMO (spin up / spin down) (eV): -4.67 / -4.66
Molar mass (g mol⁻¹): 120.11
E_LUMO (spin up / spin down) (eV): 2.27 / 2.27
Net charge: -1
DFT total energy (Ha): -755.9522
Energy relative to the best compared isomer or geometry (same formula, charge and spin) (kcal/mol): 117.81

Each line ends with the Mulliken charge.
Atoms and positions in Å:
1 C 0.1714 0.3712 0.1638  0.00
2 C 0.8777 1.5832 -0.7193  0.53
3 N -1.1045 -1.5776 -0.9361  -0.56
4 O 1.6789 2.1053 0.0493  -0.62
5 O 0.5220 1.7392 -1.8462  -0.61
6 O -0.1281 -1.1647 2.1595  -0.55
7 S 0.4901 0.0972 1.7680  0.32
8 H -1.6663 -0.9237 -0.4859  0.26
9 H -0.8411 -2.2302 -0.1531  0.23



[3]
C2H2NO3S2 | ωB97M-V/def2-TZVPD

Orbital gap (spin up / spin down) (eV): 4.4 / 6.8
⟨S²⟩: 2.01
HOMO (spin up / spin down) (eV): -1.26 / -5.30
Molar mass (g mol⁻¹): 152.18
E_LUMO (spin up / spin down) (eV): 3.17 / 1.46
Net charge: -1
2S+1: 3
DFT total energy (Ha): -1154.1431
Energy relative to the best compared isomer or geometry (same formula, charge and spin) (kcal/mol): 30.69

Each line ends with the Mulliken charge.
Atoms and positions in Å:
1 C 2.3575 0.1998 0.0622  0.11
2 C 1.6430 -0.0293 1.5387  0.57
3 N 0.7946 0.2881 -1.2427  -0.17
4 O 1.5440 -1.1264 2.0485  -0.62
5 O 3.0959 0.9577 -0.4411  -0.31
6 O 1.3087 1.1613 1.6921  -0.57
7 S 0.1242 1.7598 -1.5139  -0.14
8 S -0.0927 -1.1172 -1.2992  -0.10
9 H -0.5585 2.2558 -0.3303  0.12
10 H -0.6304 -1.0828 -0.0494  0.13



[4]
C2H2NOP | ωB97M-V/def2-TZVPD

Orbital gap (eV): 10.5
HOMO (eV): -9.85
Molar mass (g mol⁻¹): 87.02
E_LUMO (eV): 0.61
DFT total energy (Ha): -548.6786
SMILES: c1nocp1
Energy relative to the best compared isomer or geometry (same formula, charge and spin) (kcal/mol): 28.40

Each line ends with the Mulliken charge.
Atoms and positions in Å:
1 C -0.6592 -0.9925 0.1755  -0.21
2 C 0.3781 1.0606 -0.2837  -0.04
3 N 0.5909 -0.9795 0.5517  -0.25
4 O 1.1630 0.2032 0.3818  -0.10
5 P -1.1983 0.5761 -0.5639  -0.20
6 H -1.2854 -1.8188 0.2631  0.42
7 H 1.0109 1.9509 -0.5244  0.37



[5]
C2H2NdO2P | ωB97M-V/def2-TZVPD

Orbital gap (spin up / spin down) (eV): 6.0 / 6.0
⟨S²⟩: 6.00
HOMO (spin up / spin down) (eV): -11.27 / -11.25
Molar mass (g mol⁻¹): 233.25
E_LUMO (spin up / spin down) (eV): -5.28 / -5.21
Net charge: +1
2S+1: 5
DFT total energy (Ha): -1130.2524

Each line ends with the Mulliken charge.
Atoms and positions in Å:
1 P 1.4047 1.5332 -0.4073  0.62
2 O 0.4832 0.7265 -1.4322  -0.53
3 C 0.0807 -1.1167 0.3047  -0.51
4 H 0.7971 -1.5307 1.0350  0.26
5 H -0.5097 -1.9818 -0.0079  0.23
6 C -0.5259 0.0893 0.6825  -0.30
7 O 0.5217 1.0047 0.9188  -0.27
8 Nd -2.2519 1.2756 -1.0936  1.50



[6]
C2H2O2 | ωB97M-V/def2-TZVPD

Orbital gap (eV): 9.2
HOMO (eV): -9.66
Molar mass (g mol⁻¹): 58.04
E_LUMO (eV): -0.47
DFT total energy (Ha): -227.8308
SMILES: O=CC=O
Energy relative to the best compared isomer or geometry (same formula, charge and spin) (kcal/mol): 10.67

Each line ends with the Mulliken charge.
Atoms and positions in Å:
1 C 0.5539 -0.5954 -0.1103  0.09
2 C -0.4766 0.6662 0.0973  0.10
3 H 0.0229 -1.5192 -0.5424  0.25
4 H -1.4164 0.4596 -0.5223  0.24
5 O 1.6299 -0.6016 0.3059  -0.33
6 O -0.3138 1.5904 0.7719  -0.35



[7]
C2H2O2S | ωB97M-V/def2-TZVPD

Orbital gap (spin up / spin down) (eV): 7.1 / 9.7
HOMO (spin up / spin down) (eV): -8.67 / -9.91
Molar mass (g mol⁻¹): 90.10
E_LUMO (spin up / spin down) (eV): -1.56 / -0.20
DFT total energy (Ha): -625.8601
Energy relative to the best compared isomer or geometry (same formula, charge and spin) (kcal/mol): 126.92

Each line ends with the Mulliken charge.
Atoms and positions in Å:
1 C -1.9134 0.8519 0.2861  0.10
2 C 0.6983 -0.8254 -0.3472  -0.27
3 O -1.9962 1.9009 -0.2154  -0.27
4 O 3.1793 -0.5422 -0.0384  -0.50
5 S 1.8728 0.1243 0.1856  0.36
6 H -2.5560 0.2804 0.9513  0.25
7 H 0.7152 -1.7898 -0.8221  0.34



[8]
C2H2O2S2 | ωB97M-V/def2-TZVPD

Orbital gap (eV): 8.7
HOMO (eV): -9.86
Molar mass (g mol⁻¹): 122.17
E_LUMO (eV): -1.12
DFT total energy (Ha): -1024.1226
Energy relative to the best compared isomer or geometry (same formula, charge and spin) (kcal/mol): 87.88

Each line ends with the Mulliken charge.
Atoms and positions in Å:
1 C 0.0890 -0.5906 -0.1725  -0.07
2 C -0.6632 -0.2041 -1.4483  -0.47
3 O -0.1450 1.3820 1.7663  -0.42
4 O 1.5562 -0.2866 2.4689  -0.40
5 S 1.1080 0.1111 -1.3221  0.06
6 S 0.1736 0.0542 2.2502  0.71
7 H -0.8967 -1.0658 -2.0047  0.26
8 H -1.2219 0.5996 -1.5379  0.32



[9]
C2H2O2S2 | ωB97M-V/def2-TZVPD

Orbital gap (spin up / spin down) (eV): 7.4 / 7.3
HOMO (spin up / spin down) (eV): -9.73 / -9.67
Molar mass (g mol⁻¹): 122.17
E_LUMO (spin up / spin down) (eV): -2.36 / -2.32
DFT total energy (Ha): -1024.1056
SMILES: O=S(=O)=C1CS1
Energy relative to the best compared isomer or geometry (same formula, charge and spin) (kcal/mol): 98.55

Each line ends with the Mulliken charge.
Atoms and positions in Å:
1 C -0.0914 0.4291 0.6568  0.11
2 C 1.3511 -0.0124 -0.0020  -0.59
3 O -2.6376 0.4564 -0.2811  -0.48
4 O -1.4812 -1.7050 0.2309  -0.46
5 S 0.7526 1.7384 -0.0761  0.00
6 S -1.3995 -0.3503 -0.2792  0.78
7 H 2.0889 -0.2242 0.7066  0.29
8 H 1.4171 -0.3320 -0.9559  0.35



[10]
C2H2O3 | ωB97M-V/def2-TZVPD

Orbital gap (eV): 9.2
HOMO (eV): -8.86
Molar mass (g mol⁻¹): 74.03
E_LUMO (eV): 0.34
DFT total energy (Ha): -303.0286
Energy relative to the best compared isomer or geometry (same formula, charge and spin) (kcal/mol): 63.88

Each line ends with the Mulliken charge.
Atoms and positions in Å:
1 C -0.6020 1.0681 -1.4892  0.70
2 C -0.1817 -0.6678 0.6624  -0.15
3 O -0.2886 0.8017 -2.5550  -0.36
4 O -0.9882 1.5203 -0.5131  -0.31
5 O 1.0905 -0.3525 0.8925  -0.31
6 H -0.6174 -1.5025 1.3951  0.09
7 H 1.5873 -0.8674 1.6072  0.34



[11]
C2H2O3 | ωB97M-V/def2-TZVPD

Orbital gap (eV): 9.2
HOMO (eV): -8.77
Molar mass (g mol⁻¹): 74.03
E_LUMO (eV): 0.40
DFT total energy (Ha): -303.0468
Energy relative to the best compared isomer or geometry (same formula, charge and spin) (kcal/mol): 52.46

Each line ends with the Mulliken charge.
Atoms and positions in Å:
1 C 0.0130 1.9040 0.8846  0.73
2 C -0.6572 -1.5534 -0.5589  -0.20
3 O -0.3093 2.7217 0.1334  -0.36
4 O 0.2430 1.0991 1.6836  -0.36
5 O 0.5744 -1.2602 -0.8341  -0.33
6 H -0.6670 -1.5736 0.5436  0.15
7 H 0.8032 -1.3376 -1.8523  0.38



[12]
C2H2O3Rb | ωB97M-V/def2-TZVPD

Orbital gap (eV): 8.1
HOMO (eV): -12.08
Molar mass (g mol⁻¹): 159.50
E_LUMO (eV): -4.00
Net charge: +1
DFT total energy (Ha): -326.9168
Energy relative to the best compared isomer or geometry (same formula, charge and spin) (kcal/mol): 0.00

Each line ends with the Mulliken charge.
Atoms and positions in Å:
1 O 0.3874 0.1497 1.7041  -0.43
2 C -0.2934 0.4797 0.7650  0.20
3 Rb 3.7116 -0.6109 2.6956  0.98
4 H -1.2495 1.0150 0.8511  0.39
5 O 0.3443 0.4773 -0.4987  -0.11
6 C -0.1398 -0.5351 -1.2459  -0.16
7 O -1.2800 -0.2082 -1.7533  -0.28
8 H -1.4807 -0.7675 -2.5180  0.42



[13]
C2H2O3S | ωB97M-V/def2-TZVPD

Orbital gap (eV): 9.5
HOMO (eV): -10.06
Molar mass (g mol⁻¹): 106.10
E_LUMO (eV): -0.59
DFT total energy (Ha): -701.2338
Energy relative to the best compared isomer or geometry (same formula, charge and spin) (kcal/mol): 66.88

Each line ends with the Mulliken charge.
Atoms and positions in Å:
1 C 0.7185 -0.6948 -0.4600  0.78
2 C 1.5808 -0.0175 0.1930  -0.75
3 O -0.2230 -1.2320 -0.9270  -0.45
4 O -2.0078 1.0629 -1.1239  -0.38
5 O -2.1644 0.5638 1.3556  -0.40
6 S -2.1450 0.1253 -0.0400  0.73
7 H 2.2091 -0.8582 0.9314  0.18
8 H 2.0317 1.0505 0.0709  0.28



[14]
C2H2O3S | ωB97M-V/def2-TZVPD

Orbital gap (eV): 9.4
HOMO (eV): -10.45
Molar mass (g mol⁻¹): 106.10
E_LUMO (eV): -1.03
DFT total energy (Ha): -701.2119
SMILES: O=CC=S(=O)=O
Energy relative to the best compared isomer or geometry (same formula, charge and spin) (kcal/mol): 80.64

Each line ends with the Mulliken charge.
Atoms and positions in Å:
1 C -0.7891 -0.6138 -0.8621  0.20
2 C 0.3791 0.2025 -0.5429  -0.43
3 O 1.5534 1.3374 1.6546  -0.49
4 O -1.6533 -1.0695 -0.1321  -0.47
5 O -0.3793 -0.0645 1.9807  -0.39
6 S 0.5728 0.4443 1.0922  0.91
7 H -0.8540 -0.5806 -2.0290  0.23
8 H 1.1704 0.3442 -1.1613  0.45



[15]
C2H2O3S | ωB97M-V/def2-TZVPD

Orbital gap (eV): 10.0
HOMO (eV): -10.03
Molar mass (g mol⁻¹): 106.10
E_LUMO (eV): 0.02
DFT total energy (Ha): -701.1384
Energy relative to the best compared isomer or geometry (same formula, charge and spin) (kcal/mol): 126.74

Each line ends with the Mulliken charge.
Atoms and positions in Å:
1 C -0.1113 0.7534 -0.7773  0.21
2 C -0.4657 0.7466 0.4811  -0.62
3 O -0.4784 -2.0671 1.2049  -0.43
4 O 0.7749 -0.1172 -1.2986  -0.18
5 O 1.3145 -0.9835 -0.2844  -0.19
6 S 0.5394 -1.0539 1.1798  0.51
7 H -0.4361 1.4065 -1.5777  0.33
8 H -1.1373 1.3152 1.0721  0.37



[16]
C2H2O3S | ωB97M-V/def2-TZVPD

Orbital gap (eV): 7.6
HOMO (eV): -9.13
Molar mass (g mol⁻¹): 106.10
E_LUMO (eV): -1.58
DFT total energy (Ha): -701.2569
Energy relative to the best compared isomer or geometry (same formula, charge and spin) (kcal/mol): 52.39

Each line ends with the Mulliken charge.
Atoms and positions in Å:
1 C 0.3442 0.8366 0.1088  0.98
2 C 0.5281 0.6028 1.3659  -1.03
3 O -1.9152 -1.1278 -1.8993  -0.35
4 O 0.1174 -1.2340 -0.5731  -0.41
5 O 0.2025 1.2902 -0.9611  -0.45
6 S -0.5168 -1.4191 -1.8539  0.71
7 H 0.7790 1.4229 2.0128  0.28
8 H 0.4608 -0.3716 1.8000  0.28



[17]
C2H2O3S | ωB97M-V/def2-TZVPD

Orbital gap (eV): 8.2
HOMO (eV): -10.12
Molar mass (g mol⁻¹): 106.10
E_LUMO (eV): -1.88
DFT total energy (Ha): -701.2100
Energy relative to the best compared isomer or geometry (same formula, charge and spin) (kcal/mol): 81.82

Each line ends with the Mulliken charge.
Atoms and positions in Å:
1 C 0.8112 0.1776 -0.1223  0.57
2 C -0.5627 0.8795 -0.1930  0.45
3 H 1.5710 -1.3902 -0.3750  0.31
4 H -1.5609 -1.3765 1.3496  0.15
5 O 0.7242 -1.1070 -0.3603  -0.32
6 O 1.8474 0.8346 0.0612  -0.50
7 O -0.7959 2.1278 -0.2142  -0.47
8 S -2.0343 -0.1460 -0.1461  -0.19



[18]
C2H2O4 | ωB97M-V/def2-TZVPD

Orbital gap (eV): 10.7
HOMO (eV): -10.86
Molar mass (g mol⁻¹): 90.03
E_LUMO (eV): -0.20
DFT total energy (Ha): -378.3431
SMILES: O=C(O)C(=O)O
Energy relative to the best compared isomer or geometry (same formula, charge and spin) (kcal/mol): 44.66

Each line ends with the Mulliken charge.
Atoms and positions in Å:
1 C -0.1050 0.3179 0.2370  0.94
2 C 0.7104 -0.6497 -0.3631  0.29
3 H -0.4782 1.6254 1.8926  0.43
4 H -0.8189 -0.6887 -1.5898  0.42
5 O 0.0785 0.8578 1.3962  -0.50
6 O -1.1251 0.6775 -0.3641  -0.65
7 O -0.0079 -1.2571 -1.3256  -0.50
8 O 1.7463 -0.8833 0.1168  -0.44



[19]
C2H2O5S | ωB97M-V/def2-TZVPD

Orbital gap (eV): 5.2
HOMO (eV): 1.25
Molar mass (g mol⁻¹): 138.10
E_LUMO (eV): 6.43
Net charge: -2
DFT total energy (Ha): -851.6889
Energy relative to the best compared isomer or geometry (same formula, charge and spin) (kcal/mol): 68.04

Each line ends with the Mulliken charge.
Atoms and positions in Å:
1 C 3.0547 -1.1690 -0.2147  0.90
2 C 2.1760 -0.2470 -0.5792  -0.68
3 O 2.1140 -1.7285 -1.1279  -0.47
4 O 0.3642 1.5080 -1.0981  -0.80
5 O 3.9004 -1.6901 0.5086  -0.77
6 O 2.7654 2.2100 -0.9364  -0.67
7 O -0.9516 -0.0300 0.7462  -0.76
8 S 1.8067 1.2071 -1.5362  0.44
9 H -0.3088 -0.7424 0.6879  0.33
10 H -0.5341 0.6155 0.0946  0.48



[20]
C2H2OS | ωB97M-V/def2-TZVPD

Orbital gap (eV): 9.5
HOMO (eV): -9.11
Molar mass (g mol⁻¹): 74.10
E_LUMO (eV): 0.36
DFT total energy (Ha): -550.7577
SMILES: S=C1CO1
Energy relative to the best compared isomer or geometry (same formula, charge and spin) (kcal/mol): 19.14

Each line ends with the Mulliken charge.
Atoms and positions in Å:
1 C -1.7578 -0.2764 0.0059  0.24
2 C -0.3216 -0.1561 0.0253  -0.04
3 O -1.1116 -1.4005 -0.0140  -0.30
4 S -3.2792 0.2969 -0.0047  -0.32
5 H 0.0484 -0.0398 -0.9931  0.21
6 H 0.3156 0.0557 0.9743  0.22